No. 1
96
Properties=species:S:1:pos:R:3 method="wB97M-V/def2-TZVPD" homo_lumo_gap_ev=9.86 smiles=COCCOC.COCCOC.COCCOC.COCCOC.COCCOC.COCCOC e_above_lowest_kcal_mol=96.3 homo_ev=-9.356 molar_mass_g_mol=540.7 lumo_energy_ha=0.0185
O 0.29456 24.34527 3.68004
O -4.80978 28.54170 5.66221
O -1.25588 26.80090 7.68969
O 4.98939 24.52954 2.76191
O -1.18948 21.98449 2.36537
O -1.06424 26.77953 -0.55146
O -3.99259 25.17846 4.71508
O -1.14796 24.05620 9.08104
O 1.69710 27.22493 -1.87823
O 7.33372 24.60702 4.34634
O 3.28920 17.90660 -0.95455
O 1.44438 17.87592 1.36312
C 1.59280 24.28009 4.22787
C -1.11217 28.15403 7.38509
C -0.63180 26.44647 -1.85062
C -0.85346 23.93091 7.69942
C -1.05242 26.51815 9.06056
C 8.00455 24.18010 5.50542
C -3.90266 26.59523 4.67368
C 1.65414 28.08679 -0.75995
C 7.02613 23.54632 3.50130
C 4.03700 17.03114 -1.74143
C 3.60897 17.78200 0.41320
C 0.83665 26.10514 -1.79519
C 4.30216 25.19293 1.72328
C 0.19839 24.01475 2.32111
C 2.65888 18.56988 1.22460
C -2.41658 27.13815 -0.46908
C -4.95864 27.13195 5.62207
C 0.42943 18.67319 1.91520
C -1.22633 21.57057 3.70509
C -1.74616 25.25884 9.48680
C -5.76618 29.13618 6.48273
C -3.20303 24.60720 3.71229
C 0.04129 22.55125 1.96727
C 6.23460 24.03820 2.32557
H -0.69206 24.54878 1.96600
H 4.87566 26.00195 1.26512
H 3.65307 16.00397 -1.68873
H -0.84307 22.85077 7.52325
H -0.99165 28.24972 6.30233
H -3.22896 23.52014 3.76625
H -1.84099 25.26391 10.57184
H -3.46435 24.87720 2.67892
H -0.81684 27.29096 -2.53226
H 0.09045 22.44428 0.88331
H 2.59340 28.62985 -0.66534
H 7.35595 23.54803 6.12677
H 5.09767 17.00084 -1.44869
H -1.38852 27.35765 9.68337
H 1.00213 24.44399 1.70065
H 3.38335 25.60137 2.13953
H 8.87657 23.56572 5.24253
H 8.31285 25.05451 6.06905
H -3.07942 26.38749 -0.91474
H 0.83441 28.80483 -0.86125
H 1.49955 27.53710 0.17537
H -4.80172 26.73284 6.63037
H 3.61466 16.72229 0.68779
H -1.62407 24.40080 7.09148
H -2.91229 26.85865 5.06278
H -2.67211 27.21008 0.58946
H 0.02830 26.40726 9.24563
H 6.43966 22.76032 4.00820
H -0.18356 28.57668 7.78838
H 4.00101 24.44812 0.97317
H 2.18375 25.13230 3.87353
H -2.61280 28.12279 -0.91138
H 0.17149 24.23766 7.47479
H -0.68313 20.63474 3.88633
H -2.00032 28.72924 7.66091
H 0.84773 21.94847 2.41436
H 0.74650 19.19587 2.83009
H 2.15745 23.38287 3.95313
H 4.03351 17.35318 -2.78250
H -5.75440 28.70185 7.49057
H 6.79899 24.85462 1.84649
H 7.92011 23.02799 3.11647
H -1.22225 25.61421 -2.26205
H -0.89427 22.37733 4.36287
H 1.11580 25.50161 -2.65792
H -6.79128 28.97281 6.10657
H -2.24865 21.33927 4.01448
H 3.10428 18.74165 2.21674
H 1.00911 25.56719 -0.85414
H -2.78038 25.26674 9.10191
H -5.94805 26.83754 5.25220
H 1.49839 24.35244 5.30792
H -2.14152 24.87670 3.82164
H 0.08143 19.43207 1.20516
H -5.62325 30.21335 6.49034
H 4.61114 18.20580 0.58815
H 6.11141 23.26099 1.55968
H -0.40383 18.04123 2.21771
H 2.52750 19.55748 0.76111
H -4.07187 26.98448 3.66663

***

No. 2
99
Properties=species:S:1:pos:R:3 method="wB97M-V/def2-TZVPD" homo_lumo_gap_ev=8.76 smiles="CN(C)P(=O)(N(C)C)N(C)C.CN(C)P(=O)(N(C)C)N(C)C.CCCCB(CCOC(C)=O)COCCC" e_above_lowest_kcal_mol=36.6 homo_ev=-8.422 molar_mass_g_mol=586.5 lumo_energy_ha=0.0123
P 4.06550 -1.59623 1.64855
P -4.58798 -1.26350 0.83335
O 4.77301 2.64440 -3.53573
O -1.14189 3.39011 -1.29834
O 3.37428 -0.26672 1.69541
O -3.94451 0.05869 0.53587
O 3.94223 4.75425 -3.35513
N -4.19078 -1.35973 2.50799
N 4.58715 -3.12459 0.98344
N -6.25066 -0.84048 0.61949
N 3.60499 -2.22928 3.19070
N -4.84528 -2.99086 0.76494
N 5.69338 -1.03043 1.71618
C 3.94190 3.47380 -3.82833
C -6.56678 -0.32416 -0.70971
C -2.43827 3.81853 -1.64875
C 2.22224 5.05940 -1.61863
C -3.71430 -3.80627 1.27609
C -4.09381 2.22038 -2.77458
C -5.17015 -1.63455 3.54174
C 0.70252 0.26526 -1.55333
C 0.98918 1.34283 -0.47228
C 5.89684 0.40227 1.52342
C -0.13401 3.83207 -2.18811
C -2.96273 3.26034 -2.98713
C 1.96872 2.42987 -0.96862
C -0.75999 0.25035 -2.07019
C 3.43639 -3.97124 0.57328
C 5.43696 -3.01328 -0.22988
C 2.16093 -2.33972 3.39288
C 6.67310 -1.53016 2.66098
C 3.70145 4.82776 -1.93484
C 2.79121 3.14530 -4.75663
C -3.21758 -0.39324 3.00823
C 4.29319 -3.27613 3.92167
C -5.06307 -3.46298 -0.62755
C -7.39000 -1.54521 1.17429
B 1.32838 3.73500 -1.57295
H -6.57305 -1.10439 -1.48360
H 3.79125 -4.88533 0.10004
H -3.35774 4.06205 -3.61098
H 6.39084 -2.54432 -0.01599
H 2.53740 2.09168 -4.66994
H 0.07774 1.73298 -0.02740
H 1.90430 3.70825 -4.45792
H 3.91147 -3.31168 4.94460
H -4.66775 -1.81443 4.49583
H 4.14713 3.97009 -1.43109
H -2.77738 -3.58153 0.75861
H 2.84974 -4.28438 1.43671
H 1.93123 -2.49766 4.44768
H 6.45117 -1.22047 3.69011
H -5.83881 0.42849 -1.01104
H 5.66438 -4.01258 -0.60466
H 1.51266 0.80528 0.32697
H 4.26123 5.69944 -1.59297
H -2.38097 -0.28362 2.32450
H 2.63932 2.02607 -1.73910
H 2.77211 -3.45640 -0.12602
H 4.94693 -2.44567 -1.02562
H 4.16228 -4.27984 3.49128
H -5.15139 -4.54802 -0.64794
H -1.19200 -0.74989 -2.09568
H 2.09021 5.67366 -0.72495
H 1.70744 -3.16486 2.82586
H 5.35618 -3.08929 4.01818
H -5.72803 -2.54933 3.33617
H -7.29560 -1.71678 2.24092
H 3.00945 3.40434 -5.79147
H 2.60895 2.72941 -0.13039
H -1.36766 0.83549 -1.38252
H -2.80676 -0.73941 3.96013
H -5.99656 -3.07499 -1.03403
H 1.41160 0.37128 -2.37718
H -7.59466 -2.51191 0.69130
H -4.24876 -3.17065 -1.29602
H -3.09578 3.52007 -0.83409
H -4.51067 2.28605 -1.76906
H -3.68054 1.21735 -2.87721
H 1.82376 5.64624 -2.45752
H 6.94006 0.59717 1.26285
H 5.65597 0.97472 2.42765
H -3.55789 -3.66309 2.33939
H 5.29158 0.78149 0.70520
H -0.14707 3.31071 -3.16177
H -7.54388 0.16140 -0.72432
H 1.65871 -1.41966 3.09359
H -2.16893 2.76232 -3.54121
H -2.47886 4.91759 -1.69804
H 6.76182 -2.61633 2.61386
H -0.78835 0.70518 -3.06125
H -5.86763 -0.79931 3.68360
H -3.66641 0.59460 3.16720
H -8.28551 -0.93062 1.05772
H -0.34000 4.88944 -2.42818
H -4.91484 2.38440 -3.47149
H 7.66631 -1.15126 2.40608
H 0.91989 -0.71636 -1.12322
H -3.94151 -4.86497 1.14009

***

No. 3
99
Properties=species:S:1:pos:R:3 method="wB97M-V/def2-TZVPD" homo_lumo_gap_ev=3.24 homo_ev=-13.233 molar_mass_g_mol=617.9 lumo_energy_ha=-0.3674 total_charge=+3
Ca 12.45060 21.62436 27.48443
Ca 12.17040 28.38389 22.88198
O 15.10181 22.53381 28.47247
O 23.59309 22.62978 23.49917
O 14.27330 24.50082 22.43160
O 13.20878 18.69327 26.55067
O 11.32576 18.53542 19.83854
O 11.66845 28.01340 20.18703
O 19.66340 21.79250 16.97734
O 8.69487 20.94092 25.09493
O 13.95247 22.53225 23.31140
O 14.89303 29.18923 23.17787
N 14.39446 28.67650 20.52884
N 15.47425 20.00810 27.30640
C 15.56915 19.01666 26.21688
C 11.49508 16.06394 19.57997
C 15.99011 29.21747 22.23117
C 22.20656 24.14860 22.10141
C 10.61583 17.34787 19.68064
C 19.49839 22.05412 14.52844
C 24.32702 23.10043 21.22467
C 17.44045 21.68418 15.82371
C 23.20846 22.94398 22.21916
C 15.70088 22.70740 21.72305
C 14.56027 23.29725 22.54409
C 15.30645 28.69865 24.42839
C 14.92612 23.50371 29.51067
C 13.68817 29.11443 19.31641
C 12.57109 27.95193 19.09931
C 14.42673 18.02492 26.24273
C 9.61885 17.21861 20.78898
C 12.09642 17.82509 26.57476
C 16.39683 21.99185 28.40056
C 15.38800 29.66351 20.82503
C 10.49319 27.22452 20.04040
C 18.94814 21.39099 15.77926
C 7.34669 20.55074 25.06232
C 16.53895 21.00703 27.21144
H 24.38316 22.08756 23.44087
H 18.98229 22.10723 17.57620
H 15.64721 19.47180 25.22954
H 6.80763 21.36877 24.58446
H 20.25498 21.40749 14.08399
H 12.56619 16.16424 19.40462
H 17.14325 22.73077 15.89011
H 16.68217 21.49491 29.32779
H 22.58806 25.15327 22.28360
H 11.74220 18.47165 20.70116
H 14.66900 29.31880 25.05860
H 14.94910 27.67291 24.51935
H 10.92221 26.24599 19.82474
H 14.93475 30.65276 20.88864
H 9.77435 27.59310 19.30860
H 17.12898 22.78434 28.24569
H 13.12367 30.04385 19.39137
H 8.71198 17.79675 20.61169
H 15.42491 19.63218 28.24253
H 16.51119 18.48518 26.35172
H 16.27320 28.92795 24.87665
H 14.36951 29.11490 18.46560
H 24.70764 24.11696 21.32411
H 18.78651 22.23362 13.72277
H 9.22354 16.21203 20.92549
H 13.85115 23.68406 29.51509
H 16.42725 22.12220 22.28699
H 16.69299 29.96508 22.59877
H 16.24072 23.46326 21.15265
H 16.34622 28.20394 22.04666
H 11.84226 17.30259 25.65253
H 22.78609 22.00642 21.85767
H 15.40948 23.21366 30.44358
H 10.11116 17.39590 21.74517
H 20.01064 22.99727 14.71860
H 14.66731 17.22396 26.94180
H 21.51957 24.05302 22.94224
H 10.10295 17.32973 18.71902
H 16.87760 21.09905 15.09644
H 17.51237 20.51765 27.17913
H 21.82747 23.98446 21.09272
H 14.27083 17.53563 25.28127
H 9.90132 27.08248 20.94463
H 7.05490 20.50712 26.11163
H 11.26421 18.49558 26.78914
H 14.80870 27.80470 20.23140
H 7.13006 19.63684 24.50920
H 11.49800 15.63118 20.58038
H 23.89366 23.02867 20.22710
H 15.23239 22.00117 21.03759
H 12.19759 17.11598 27.39636
H 16.51442 21.55835 26.27147
H 16.15806 29.74426 20.05783
H 19.14199 20.32602 15.65140
H 8.90157 21.22528 24.20162
H 25.05558 22.33988 21.50549
H 11.13062 15.38435 18.80963
H 15.40944 24.42015 29.17206
H 13.11721 27.02330 19.26512
H 12.12572 28.08692 18.11365
H 17.00174 21.24278 16.71858

***

No. 4
105
Properties=species:S:1:pos:R:3 method="wB97M-V/def2-TZVPD" homo_lumo_gap_ev=8.75 homo_ev=-10.168 molar_mass_g_mol=805.3 lumo_energy_ha=-0.0521 total_charge=+1
S 1.65433 -1.59808 5.72290
S 0.42715 -4.38680 -0.80077
S -0.19799 1.76843 2.29724
S -0.84964 2.76162 -7.48887
S -8.56209 4.24786 -2.85495
S 2.44344 0.83889 -4.49279
S -1.64882 -3.54008 8.48441
S -3.61644 2.54791 0.16841
F 3.94302 1.50391 -0.52317
F 5.56661 2.80425 0.17995
F 5.68482 1.86241 -1.81065
O 1.21325 0.33644 -3.81308
O 5.94767 0.59564 -0.04415
O -7.50357 3.76290 -1.92323
O 0.49074 2.38780 -8.02903
O -1.33549 -2.96059 7.15012
O -2.41307 2.16346 -0.62451
O 1.68992 -4.21687 -0.00570
O 2.78636 -1.53953 4.74632
N 2.87663 -1.50309 -0.41832
C 2.33115 -1.14260 7.32187
C 2.27811 -0.90204 0.80471
C 0.70416 -0.09912 5.48395
C -0.44400 -2.88741 9.64749
C -1.01124 -5.21902 8.48431
C -3.52087 4.32258 0.41993
C 0.93837 -4.70069 -2.49198
C 3.72564 -0.39121 -4.19843
C 0.50108 0.58753 -0.19090
C 4.37369 -1.66027 -0.35987
C -5.00285 2.59456 -0.96303
C -0.20025 -6.03013 -0.47245
C -9.90103 4.87816 -1.83922
C -9.43527 2.79512 -3.44671
C 4.98978 -1.39390 1.00601
C -0.82626 4.53721 -7.23078
C 5.30075 1.67642 -0.52855
C 5.45137 0.05551 1.18916
C 0.56233 1.86197 0.65027
C 2.27312 0.53207 -6.24541
C -1.97898 2.78000 -8.88343
C 0.79367 -0.70014 0.55677
C 2.61019 -1.88907 1.91089
C 4.11308 -1.81978 2.21182
H -0.54137 -6.05930 0.55996
H 1.51632 -1.03737 8.03667
H 1.64550 -5.52963 -2.51185
H -3.36467 4.81788 -0.53830
H 1.41229 -3.79856 -2.87585
H 1.57566 2.23172 0.77874
H -0.48995 5.03397 -8.14048
H 2.32073 -2.85836 1.52443
H 2.00600 -0.51303 -6.40888
H -4.44350 4.66925 0.88387
H 1.37009 0.76446 5.52070
H 0.24286 -0.78809 1.48604
H -10.74925 5.12921 -2.47544
H 1.48462 1.18522 -6.62978
H 2.04230 -1.65937 2.80375
H 4.68556 0.67928 1.63833
H 3.36217 -1.37805 -4.48930
H 2.46132 -2.44279 -0.52206
H -1.60433 -5.79795 7.78024
H 5.88862 -2.00164 1.03667
H -0.56509 -3.38282 10.61029
H 2.62209 -0.98130 -1.25919
H -0.13359 4.74561 -6.41850
H -0.63404 -1.82191 9.76118
H 6.28220 0.05675 1.88796
H -2.94390 3.16907 -8.55953
H 4.81302 -1.06676 -1.15006
H 0.56207 -3.04854 9.25969
H -1.03713 -6.22582 -1.14110
H -10.29757 3.10708 -4.03528
H 1.23339 0.69954 -0.99322
H -5.20541 1.57559 -1.28580
H 0.23011 -0.16359 4.50731
H -2.68072 4.52271 1.08265
H -1.82500 4.87435 -6.95474
H -9.74893 2.18687 -2.59865
H -1.11109 -5.64438 9.48266
H -10.18286 4.12767 -1.10108
H -5.87319 2.99326 -0.45209
H 4.57774 -2.69654 -0.61161
H 0.03275 -5.21362 8.17098
H -1.56371 3.39575 -9.68073
H 2.88630 -0.20880 7.23302
H -2.09526 1.75600 -9.23077
H -0.06382 -0.02552 6.25331
H -8.75104 2.22840 -4.07418
H -9.54380 5.77424 -1.33703
H 3.95046 -0.37463 -3.13195
H 4.62316 -0.13835 -4.76094
H 0.59337 -6.76160 -0.62178
H 4.23695 -1.06024 2.98048
H 3.21232 0.77022 -6.74451
H 0.01248 2.62965 0.12247
H 2.73151 0.05692 1.03414
H 0.06074 -4.92945 -3.09482
H 0.84419 1.24928 2.95482
H 3.00016 -1.93950 7.64021
H -0.46649 0.57025 -0.67249
H 0.46078 -1.52747 -0.07508
H -4.75519 3.21261 -1.82342
H 4.46860 -2.76001 2.61336